1.
Formula: C2H5B
Source: OMol25
Level of theory: ωB97M-V/def2-TZVPD

The LUMO energy comes out at 0.46 eV. The value obtained for the energy above the lowest of the compared OMol25 structures with the same formula, charge and spin is 1.486 eV. Its gap between HOMO and LUMO is 8.8340 eV.

Atoms and positions in Å:
1 B 0.17939 0.23843 -0.10637
2 C 1.25348 0.93792 -0.85715
3 C -1.07620 -0.75720 0.77871
4 H -0.73396 -1.80301 0.81282
5 H -1.75160 -0.78369 -0.03416
6 H 2.37635 0.55065 -0.83611
7 H 1.28424 1.87262 -1.44545
8 H -1.53169 -0.25571 1.68773

Atoms 1-6, force components in eV/Å:
1.017 -0.072 0.104
-0.093 -1.864 1.553
2.694 2.460 -1.333
0.153 0.569 0.697
-1.405 0.072 -0.653
-2.579 0.371 0.293



2.
Formula: C21H27N2
Source: OMol25
Level of theory: ωB97M-V/def2-TZVPD

As for the charge: +1. The LUMO energy comes out at -3.00 eV. The value obtained for the energy above the lowest of the compared OMol25 structures with the same formula, charge and spin is 1.358 eV. Its gap between HOMO and LUMO is 7.8987 eV.

Atoms and positions in Å:
1 C 1.59583 -3.01969 2.08664
2 C 1.41077 -1.55424 2.03049
3 N 2.41364 -0.66853 2.32382
4 C 3.79251 -1.05624 2.59142
5 C 1.93868 0.63934 2.16550
6 C 0.59166 0.58140 1.75655
7 C -0.09140 1.78257 1.47792
8 C 0.64512 2.97340 1.58651
9 C 1.99457 3.03307 1.94813
10 C 2.68647 1.82358 2.20052
11 C 0.22157 -0.82995 1.71780
12 C -1.03072 -1.40577 1.23544
13 C -2.28428 -0.95037 1.96463
14 C -2.33146 0.02392 3.01118
15 C -3.54102 0.57985 3.43116
16 C -4.75718 0.14300 2.86912
17 C -4.75128 -0.91134 1.94452
18 C -3.51957 -1.47886 1.56626
19 H 0.60479 -3.46115 2.02560
20 H 2.23145 -3.40502 1.26560
21 H 2.00320 -3.33896 3.04492
22 H 4.41375 -0.18157 2.78773
23 H 3.87963 -1.67327 3.48466
24 H 4.19764 -1.62279 1.74199
25 H -1.15980 1.74440 1.25221
26 H 0.16875 3.93334 1.38823
27 H 2.56554 3.97485 1.96977
28 H 3.74355 1.75144 2.38415
29 H -1.00896 -2.53058 1.12665
30 H -1.42564 0.32934 3.57093
31 H -3.60033 1.41385 4.12720
32 H -5.71511 0.60751 3.14471
33 H -5.66554 -1.26415 1.44532
34 H -3.53846 -2.35663 0.91696
35 C 0.81204 -1.43228 -2.46198
36 C 0.49032 -0.92120 -1.02155
37 N -0.98655 -1.16401 -0.61634
38 C -1.78138 0.11866 -0.89608
39 C -2.30256 0.50978 -2.30118
40 H 1.80260 -1.93987 -2.43446
41 H 0.00441 -2.16059 -2.74333
42 H 0.89544 -0.63603 -3.23936
43 H 1.24154 -1.37438 -0.30148
44 H 0.59545 0.18483 -0.91982
45 H -1.34026 -1.92997 -1.27261
46 H -2.60484 0.17369 -0.17288
47 H -1.11926 0.93166 -0.59893
48 H -3.15162 1.18307 -2.05536
49 H -1.55702 1.12522 -2.85685
50 H -2.66547 -0.31331 -2.96768

Atoms 1-6, force components in eV/Å:
-0.082 -0.223 -0.162
-1.020 1.542 -0.048
-0.520 -0.210 -0.194
0.159 -0.122 0.011
0.517 0.049 -0.680
-0.332 -0.168 0.536



3.
Formula: C5H9BrN3O2
Source: OMol25
Level of theory: ωB97M-V/def2-TZVPD

As for the charge: +1. The LUMO energy (alpha / beta) comes out at -5.37 / -5.37 eV. The value obtained for the energy above the lowest of the compared OMol25 structures with the same formula, charge and spin is 5.224 eV. Its gap between HOMO and LUMO (alpha / beta) is 6.8757 / 6.8771 eV.

Atoms and positions in Å:
1 C -1.76233 0.32145 -1.28351
2 C -2.56926 0.42334 -0.18931
3 C -2.01329 1.41233 0.66050
4 C 1.77046 0.40652 1.17462
5 C 1.64425 -1.80500 -0.95629
6 N 0.69126 -0.42427 0.93905
7 N -0.87734 1.83700 0.05758
8 N 0.69336 -1.31060 0.02635
9 O -0.69055 1.06538 -1.13964
10 O 0.01062 2.56526 0.46842
11 Br -4.04455 -0.69490 0.15346
12 H -1.94636 -0.12753 -2.22044
13 H -2.49573 1.81603 1.49638
14 H 1.44566 1.51086 1.17737
15 H 1.89739 0.39104 2.32674
16 H 2.74048 0.43828 0.61759
17 H 1.11570 -2.48120 -1.68018
18 H 2.21106 -1.07580 -1.45352
19 H 2.40644 -2.45915 -0.30409
20 H -0.22725 -1.80906 0.12892

Atoms 1-6, force components in eV/Å:
-1.419 -0.540 1.301
-0.104 -0.502 -0.309
0.918 -1.120 -2.750
1.672 2.305 1.937
1.178 -3.111 1.773
0.517 -1.398 -1.800



4.
Formula: C28H52BrNO12S
Source: OMol25
Level of theory: ωB97M-V/def2-TZVPD

The LUMO energy comes out at -1.26 eV. Its gap between HOMO and LUMO is 8.0225 eV.

Atoms and positions in Å:
1 C 1.77881 5.18210 1.39337
2 C 2.11777 4.69820 -0.02036
3 Br 1.92546 6.23556 -1.25035
4 C 1.20973 3.55298 -0.50164
5 C 1.86910 2.21229 -0.49679
6 C 1.62774 1.32923 0.47920
7 C 2.33376 0.02689 0.41563
8 O 2.71283 -0.57022 1.41010
9 C 2.59433 -0.50380 -0.96475
10 C 2.60271 -1.99443 -1.11940
11 C 1.25698 -2.59318 -0.71295
12 O 0.89530 -3.62110 -1.63669
13 C 1.12915 -3.09460 0.72155
14 N 2.26041 -3.89021 1.21284
15 C 2.83629 0.37748 -1.95175
16 C 3.11220 0.02832 -3.38048
17 C 4.60786 -0.11270 -3.77031
18 C 5.60778 0.36219 -2.72686
19 C 7.04150 -0.09331 -3.09687
20 S 8.05881 -0.13523 -1.64355
21 O 7.37477 -0.81878 -0.58421
22 O 9.31561 -0.69721 -2.01594
23 O 8.24349 1.37798 -1.21676
24 C 2.82032 1.82323 -1.57735
25 O 3.53624 2.64575 -2.12707
26 H 2.56900 4.92936 2.09481
27 H 1.66264 6.25671 1.43566
28 H 0.85559 4.74794 1.76450
29 H 3.16763 4.44595 -0.04447
30 H 0.80959 3.82400 -1.47268
31 H 0.35792 3.48973 0.16756
32 H 0.94371 1.52766 1.28857
33 H 2.78494 -2.26406 -2.15095
34 H 3.44524 -2.37224 -0.54146
35 H 0.51380 -1.79355 -0.82379
36 H -0.03507 -3.78407 -1.47974
37 H 0.88594 -2.29283 1.41186
38 H 0.25000 -3.74038 0.72861
39 H 1.92772 -4.81545 1.43848
40 H 2.95200 -4.04253 0.49114
41 H 2.69358 0.83306 -3.97959
42 H 2.58623 -0.86880 -3.68139
43 H 4.76510 0.49622 -4.65743
44 H 4.86264 -1.12872 -4.06365
45 H 5.62910 1.44599 -2.70742
46 H 5.40285 -0.02906 -1.73447
47 H 7.03285 -1.08187 -3.53457
48 H 7.45665 0.64308 -3.77499
49 H 7.45539 1.65807 -0.73328
50 C -1.06173 -3.22347 5.87166
51 O -1.98525 -2.46488 5.11636
52 C -1.43625 -1.78798 4.00301
53 C -2.17874 -2.05649 2.70712
54 O -2.15525 -3.38926 2.22090
55 C -2.80529 -4.41517 2.95552
56 C -4.31673 -4.32983 3.05183
57 O -4.76772 -3.19949 3.77567
58 C -5.74337 -2.41209 3.12510
59 H -0.61711 -2.61251 6.66299
60 H -1.60471 -4.04986 6.33149
61 H -0.26864 -3.64198 5.24543
62 H -0.37787 -2.03769 3.87326
63 H -1.50436 -0.71063 4.20208
64 H -1.67354 -1.46925 1.93313
65 H -3.20093 -1.67715 2.75032
66 H -2.35260 -4.53964 3.93957
67 H -2.58214 -5.33391 2.40563
68 H -4.66213 -5.22375 3.58568
69 H -4.74762 -4.35155 2.04568
70 H -5.64975 -2.45839 2.03618
71 H -5.60168 -1.37569 3.43559
72 H -6.74970 -2.72914 3.41533
73 C -6.63248 3.47340 -1.72588
74 O -5.47964 2.93537 -2.34024
75 C -4.44220 3.86492 -2.59238
76 C -3.09353 3.42531 -2.05514
77 O -2.97642 3.29626 -0.64487
78 C -3.71517 2.28525 0.02314
79 C -3.32946 0.84708 -0.27410
80 O -3.57182 0.46012 -1.61365
81 C -2.47798 -0.13937 -2.27654
82 H -7.34456 3.82207 -2.48017
83 H -7.10211 2.68061 -1.14255
84 H -6.38738 4.29615 -1.04800
85 H -4.69083 4.85097 -2.18732
86 H -4.34432 3.96353 -3.68053
87 H -2.37720 4.20573 -2.32685
88 H -2.74532 2.51985 -2.55397
89 H -4.78771 2.44121 -0.09320
90 H -3.50390 2.44376 1.08490
91 H -3.94136 0.20379 0.37134
92 H -2.27860 0.69084 -0.00511
93 H -1.51755 0.22075 -1.89339
94 H -2.54088 0.11978 -3.33424
95 H -2.52047 -1.22924 -2.18075

Atoms 1-6, force components in eV/Å:
0.063 -0.013 0.185
-0.342 0.509 0.345
0.139 -0.190 -0.021
0.198 0.357 -0.001
-0.439 -0.110 0.599
0.302 0.008 -0.697



Copy entry 1 word for word.
Formula: C2H5B
Source: OMol25
Level of theory: ωB97M-V/def2-TZVPD

The LUMO energy comes out at 0.46 eV. The value obtained for the energy above the lowest of the compared OMol25 structures with the same formula, charge and spin is 1.486 eV. Its gap between HOMO and LUMO is 8.8340 eV.

Atoms and positions in Å:
1 B 0.17939 0.23843 -0.10637
2 C 1.25348 0.93792 -0.85715
3 C -1.07620 -0.75720 0.77871
4 H -0.73396 -1.80301 0.81282
5 H -1.75160 -0.78369 -0.03416
6 H 2.37635 0.55065 -0.83611
7 H 1.28424 1.87262 -1.44545
8 H -1.53169 -0.25571 1.68773

Atoms 1-6, force components in eV/Å:
1.017 -0.072 0.104
-0.093 -1.864 1.553
2.694 2.460 -1.333
0.153 0.569 0.697
-1.405 0.072 -0.653
-2.579 0.371 0.293